Molecular formula: C60H58BrNO8P3RuS2
Method: DFT, ωB97M-V with the def2-TZVPD basis set

The geometry in XYZ format:
```
134
Properties=species:S:1:pos:R:3:forces:R:3:lowdin_spin:R:1
Ru 0.525165 0.078761 -0.443108 -3.489 0.916 3.552 1.001
Br 2.199406 2.882397 2.076017 0.139 0.212 -0.013 0.000
S -2.826972 0.938890 0.653015 -1.575 -0.112 0.440 0.000
S 0.116935 -0.145002 2.167965 1.276 -0.356 1.188 -0.018
P -0.368666 -2.370457 -0.099105 0.302 -0.581 -0.519 -0.028
P -0.033003 -0.209382 -2.839360 2.784 -0.128 -1.183 0.018
P 2.892437 0.053145 -0.042174 0.605 -1.220 -0.782 -0.015
O -2.511262 2.200341 1.261497 0.123 0.117 -0.015 0.001
O -1.817316 0.488570 -0.353178 1.253 -0.495 -0.829 0.002
O 0.050432 1.190307 2.732754 -0.405 0.603 -0.117 -0.005
O -0.915409 -0.144371 -4.177973 0.114 -0.116 1.358 0.009
O 0.793390 -1.544328 -3.093785 -0.563 0.198 0.063 0.002
O 1.122114 0.934226 -3.089787 -0.573 -0.532 0.305 0.047
O -1.351443 6.304285 0.759285 -0.073 0.196 0.165 0.001
O -3.135463 -0.141551 1.570957 -0.214 0.282 -0.300 0.000
N 0.256887 2.558050 0.106824 0.051 -1.178 -0.394 0.012
C 4.297836 -2.425293 -0.347078 -0.017 0.248 -0.070 -0.002
C 0.126280 4.596918 1.357041 -0.198 0.124 0.013 0.001
C 4.568477 -1.838927 5.974183 0.073 -0.037 0.204 0.000
C -2.175363 0.532314 -4.349910 -0.832 0.351 -0.215 0.001
C 1.516646 -0.935786 3.105877 -0.540 -0.148 -0.569 -0.001
C -1.289767 4.273856 -0.537275 0.082 0.082 0.007 0.000
C -1.837840 -2.649313 -1.151829 -0.012 0.397 -0.317 -0.003
C 1.037282 -2.185263 -4.368116 0.166 -0.239 -0.431 0.000
C 4.307820 -2.162102 -3.115850 -0.011 0.003 -0.032 0.000
C 2.061369 -5.523210 -1.337339 0.031 -0.094 0.023 0.000
C -2.775459 -4.370373 3.324311 0.268 0.014 -0.404 0.000
C 3.562893 -0.184530 1.651450 -0.313 0.380 -0.162 -0.003
C 3.849280 1.422091 -0.815018 -0.654 0.260 -0.106 0.001
C 3.385625 -1.667638 5.073596 -0.379 0.018 -0.039 0.000
C 1.096985 -4.527831 -1.397891 -0.084 0.167 -0.088 -0.001
C -3.697847 -4.731901 4.447555 -0.077 -0.266 0.109 0.000
C 5.747275 -0.230049 2.794609 -0.026 -0.096 0.274 0.000
C 4.915480 -3.381411 -1.139763 0.105 -0.026 -0.024 0.000
C -0.882579 5.083277 0.525940 0.183 -0.489 -0.324 0.001
C 5.163638 1.276478 -1.267948 -0.048 -0.099 -0.037 0.000
C -1.122490 -3.087896 1.427308 0.214 0.367 0.349 -0.006
C 4.932554 -3.246260 -2.516440 -0.019 -0.069 0.054 -0.002
C -4.237840 -2.430615 -1.297434 -0.058 -0.082 -0.045 0.000
C -3.058176 -2.250623 -0.597699 0.097 -0.106 -0.044 -0.002
C -0.717415 3.030927 -0.677860 -0.030 0.476 -0.319 0.003
C -1.523548 -2.363574 2.573273 -0.244 0.100 0.085 -0.001
C -3.018882 -3.380287 -3.124198 -0.093 -0.121 -0.048 0.000
C 0.971172 2.216374 -3.719164 0.112 0.498 -0.382 0.002
C -2.396377 -3.026523 3.456792 0.098 0.111 -0.129 0.000
C -3.181014 -0.385519 -5.016782 0.298 0.059 0.175 0.000
C 5.766771 -1.339318 5.144061 0.209 -0.043 0.121 0.000
C 4.927937 0.056917 1.703847 -0.284 0.014 -0.216 -0.001
C -2.731996 -1.100139 4.859024 -0.242 -0.716 0.057 0.000
C 1.748297 -3.796930 0.791518 -0.146 0.063 0.003 -0.001
C 2.837140 -5.685132 -0.202257 -0.102 -0.001 0.062 -0.001
C 0.660531 3.358247 1.096207 0.358 0.089 0.069 0.001
C 3.899633 3.733420 -1.521847 0.035 0.014 -0.053 0.000
C 5.223080 3.597890 -1.904404 -0.100 0.057 -0.002 0.000
C 0.909636 -3.670486 -0.319881 0.298 0.418 -0.053 0.000
C -3.015171 -2.416577 4.565038 0.266 0.518 -0.002 -0.001
C 2.688184 -4.806626 0.861991 -0.086 -0.114 0.008 0.000
C -4.326002 1.147964 -0.319689 0.899 0.031 0.218 0.000
C 3.674400 -1.336672 -0.943624 -0.218 0.144 -0.041 -0.003
C -4.228789 -3.014413 -2.556260 0.092 -0.042 0.052 -0.002
C -3.932621 -3.405942 5.209886 -0.264 -0.065 0.229 0.000
C 2.069497 -1.977287 5.262994 0.356 0.052 -0.018 0.000
C -1.222468 -1.038612 2.952685 0.031 -0.266 -0.211 -0.006
C 5.164075 -0.827907 3.875097 -0.043 0.086 -0.329 0.000
C 3.218109 2.646605 -1.002172 -0.011 -0.090 -0.050 0.001
C 2.892386 -0.696525 2.806864 0.427 -0.126 0.090 0.000
C 3.771763 -1.048349 3.867805 -0.060 0.038 -0.092 0.000
C 1.160776 -1.573460 4.279157 -0.087 -0.041 -0.096 0.000
C -1.832309 -3.185811 -2.435398 0.210 0.000 -0.031 -0.002
C 1.858729 2.312101 -4.947740 -0.200 -0.152 0.255 0.002
C 5.838574 2.359051 -1.805663 0.086 -0.083 0.022 0.000
C 1.681169 -1.287095 -5.404696 -0.151 0.022 0.246 0.000
C -1.491911 -4.425185 1.317090 0.330 0.379 -0.283 -0.002
C -1.808100 -0.434456 4.054378 0.672 0.287 -0.971 -0.002
C -2.278068 -5.091593 2.261421 -0.287 0.090 0.385 -0.001
C 3.674753 -1.214808 -2.335426 -0.018 -0.124 0.065 -0.002
H -5.175811 -2.129233 -0.851867 -0.026 0.009 0.067 0.000
H -1.035813 2.374656 -1.476329 -0.078 0.117 0.066 0.001
H 3.189326 -0.359744 -2.787492 0.049 -0.013 -0.087 0.000
H 5.429363 -3.983874 -3.128674 0.066 -0.068 -0.027 0.000
H -3.085977 -1.782251 0.374670 -0.075 -0.092 0.052 0.000
H 3.304372 -4.907023 1.745065 0.026 -0.001 0.040 0.000
H 5.408074 0.475646 0.835279 0.034 0.009 0.030 0.000
H 0.492153 -4.456022 -2.285268 -0.006 -0.017 -0.018 0.000
H -3.185555 -0.587727 5.694136 -0.033 0.036 0.041 0.000
H 3.552528 -6.493036 -0.150771 0.077 -0.015 0.010 0.000
H -0.909752 -3.466634 -2.912056 0.008 0.020 -0.057 0.000
H 6.469803 -2.147196 4.932742 0.025 0.041 -0.010 0.000
H 3.392164 4.681511 -1.625482 -0.020 0.082 -0.024 0.000
H 6.329006 -0.552117 5.646532 0.015 -0.039 0.054 0.000
H 4.334720 -2.064828 -4.191562 -0.017 0.070 -0.082 0.000
H -1.993519 1.399792 -4.991769 0.106 -0.052 0.182 0.000
H 0.959302 -0.563302 -5.771957 0.048 0.070 -0.095 0.000
H 0.087867 -2.566755 -4.751284 0.024 -0.045 0.122 0.000
H -2.757415 -0.813694 -5.922578 0.008 0.001 -0.095 0.000
H -4.625053 -5.165627 4.071222 0.008 -0.003 0.044 0.000
H -0.074516 2.378912 -3.989647 -0.010 0.022 0.062 0.000
H -3.231733 -5.486878 5.084491 -0.041 0.008 0.013 0.000
H 2.174608 2.735567 -0.756588 0.090 0.120 0.004 0.001
H 1.642686 -3.097385 1.615019 0.014 -0.127 0.102 0.000
H 0.123191 -1.759613 4.494187 0.046 -0.037 -0.020 0.000
H 5.763698 4.448868 -2.292022 0.052 0.015 -0.064 0.000
H 4.434689 -1.238896 6.876115 -0.015 -0.041 0.017 0.000
H -4.197111 2.019142 -0.950465 -0.097 0.120 -0.166 0.000
H 1.480988 1.686494 -5.751778 0.005 -0.013 -0.089 0.000
H -3.474508 -1.189466 -4.349205 -0.026 -0.008 0.005 0.000
H -4.455386 0.243140 -0.900161 -0.119 -0.063 -0.130 0.000
H -5.157077 -3.182518 -3.083964 -0.019 0.003 -0.056 0.000
H 5.661907 0.317767 -1.228953 0.019 -0.035 0.022 0.000
H 2.528006 -0.758099 -4.977919 0.119 0.061 -0.039 0.000
H -4.967536 -3.075255 5.097030 0.017 0.015 0.045 0.000
H -2.031968 6.570892 0.127950 0.034 -0.120 0.014 0.000
H 4.683745 -2.874029 6.296506 0.000 0.011 0.007 0.000
H -2.054400 4.605577 -1.226039 -0.034 -0.041 -0.034 0.000
H -4.062999 0.191091 -5.286194 -0.065 0.037 -0.022 0.000
H 2.869902 1.994451 -4.703122 0.106 0.036 0.038 0.000
H 1.267588 2.974171 -2.988967 -0.109 -0.144 0.018 0.000
H 1.889930 3.344127 -5.287851 0.008 0.078 -0.066 0.000
H -3.745470 -3.491570 6.281043 -0.018 -0.043 -0.028 0.000
H 4.320428 -2.522733 0.728620 0.015 0.022 0.047 0.000
H 6.853002 2.228311 -2.155119 0.049 0.002 0.031 0.000
H -2.548618 0.868433 -3.378083 0.068 0.043 -0.021 0.000
H -2.516101 -6.136611 2.123216 -0.009 -0.037 -0.049 0.000
H -1.530752 0.589309 4.260525 -0.019 0.059 0.065 0.000
H -5.140236 1.287983 0.380064 -0.090 0.056 0.086 0.000
H -2.990041 -3.822465 -4.110773 -0.016 -0.041 -0.024 0.000
H 5.393776 -4.231910 -0.676506 0.061 -0.028 0.034 0.000
H 1.714496 -2.479675 6.149803 -0.048 -0.007 0.079 0.000
H 0.493504 5.201277 2.170375 0.056 0.023 0.043 0.000
H 6.801668 -0.003276 2.754056 0.093 -0.004 -0.007 0.000
H 2.196043 -6.187745 -2.179834 -0.046 -0.025 -0.017 0.000
H 2.026508 -1.886538 -6.244705 0.000 -0.068 -0.017 0.000
H -1.176599 -4.974332 0.437589 -0.023 -0.053 0.016 0.000
H 1.693256 -3.022024 -4.119040 -0.106 0.064 0.036 0.000
```
Positions in Å, forces in eV/Å.

The calculation puts the highest occupied orbital energy (spin up / spin down) at -12.19 / -12.21 eV. The net charge is +2. The spin multiplicity is 2.